20
Properties=species:S:1:pos:R:3 method="wB97M-V/def2-TZVPD" e_homo_ev=-10.493 fmax_ha_per_bohr=0.045 total_energy_ha=-460.51869 gap_ha=0.403 de_lowest_kcal_mol=40.1 smiles="O=CCCCO.O.O"
O -1.201 1.052 -1.791
C -1.791 1.619 -0.896
C -1.499 1.151 0.498
C 0.008 0.985 0.775
C 0.362 0.150 2.027
O -0.716 -0.243 2.833
H -2.386 2.515 -1.107
H -1.876 1.800 1.320
H -2.029 0.239 0.796
H 0.543 0.532 -0.048
H 0.295 2.061 0.810
H 1.060 0.742 2.627
H 0.857 -0.783 1.699
H -1.312 -0.868 2.392
O 1.319 -3.408 -1.889
H 1.610 -2.474 -2.046
H 0.987 -3.297 -1.005
O 2.171 -0.737 -2.022
H 2.313 -0.739 -2.982
H 1.287 -0.298 -1.989

***

20
Properties=species:S:1:pos:R:3 method="wB97M-V/def2-TZVPD" e_homo_ev=-9.043 fmax_ha_per_bohr=0.121 total_energy_ha=-460.16059 gap_ha=0.155 de_lowest_kcal_mol=264.8
O 0.357 1.205 1.484
C 1.174 0.487 1.080
C 2.084 0.760 -0.037
C 0.873 -0.495 -0.508
C 0.106 0.182 -1.699
O 1.640 -1.350 -1.022
H 1.720 -0.101 1.828
H 2.957 0.118 -0.213
H 2.005 1.638 -0.649
H 0.078 -1.006 0.058
H 0.634 -0.036 -2.626
H -0.118 1.248 -1.596
H -0.896 -0.375 -1.689
H -0.958 -0.880 3.142
H -2.176 0.181 0.055
H -2.751 -1.904 -0.645
O -2.219 -1.124 -0.733
H -1.224 1.143 0.829
H -1.192 -0.797 2.488
O -2.092 1.107 0.450

***

18
Properties=species:S:1:pos:R:3 method="wB97M-V/def2-TZVPD" e_homo_ev=-8.676 fmax_ha_per_bohr=0.020 total_energy_ha=-633.00087 gap_ha=0.349 de_lowest_kcal_mol=16.5 smiles=CCO.CSC
C -2.160 -1.722 -1.158
C -2.250 -0.548 -0.222
O -2.286 -0.945 1.140
H -1.158 -2.152 -1.131
H -2.879 -2.490 -0.876
H -2.343 -1.414 -2.191
H -3.166 0.033 -0.376
H -1.413 0.125 -0.425
H -1.397 -1.174 1.434
C 2.168 1.821 1.614
S 1.069 1.655 0.192
C 2.012 0.451 -0.784
H 3.105 2.275 1.296
H 2.342 0.857 2.080
H 1.687 2.466 2.343
H 1.786 -0.569 -0.501
H 1.800 0.690 -1.821
H 3.082 0.643 -0.615

***

18
Properties=species:S:1:pos:R:3 method="wB97M-V/def2-TZVPD" e_homo_ev=-8.232 fmax_ha_per_bohr=0.040 total_energy_ha=-633.00873 gap_ha=0.332 de_lowest_kcal_mol=11.5 smiles=CCSCC.O
C 1.780 -0.014 -2.058
C 1.036 -0.202 -0.701
S -0.724 0.298 -0.816
C -0.791 1.905 -0.094
C -1.151 1.832 1.411
H 1.693 0.999 -2.487
H 1.373 -0.739 -2.782
H 2.848 -0.238 -1.898
H 0.979 -1.283 -0.473
H 1.593 0.287 0.122
H 0.164 2.457 -0.189
H -1.580 2.515 -0.574
H -0.316 1.357 1.953
H -2.052 1.208 1.536
H -1.343 2.822 1.857
O -1.173 -4.003 1.779
H -0.412 -4.616 1.891
H -1.924 -4.584 1.522

***

18
Properties=species:S:1:pos:R:3 method="wB97M-V/def2-TZVPD" e_homo_ev=-8.459 fmax_ha_per_bohr=0.042 total_energy_ha=-632.97436 gap_ha=0.345 de_lowest_kcal_mol=33.1 smiles=CCO.CSC
C -1.783 -1.048 0.976
C -2.625 -2.122 0.324
O -3.414 -2.807 1.334
H -2.161 -0.968 1.998
H -1.884 -0.056 0.532
H -0.736 -1.351 0.997
H -3.373 -1.910 -0.444
H -1.956 -2.941 0.017
H -4.332 -2.540 1.317
C 0.922 1.957 -1.646
S 1.777 1.524 -0.076
C 3.445 0.970 -0.636
H 0.288 1.122 -1.926
H 0.450 2.925 -1.513
H 1.762 2.142 -2.328
H 3.279 -0.104 -0.813
H 4.172 1.173 0.140
H 3.723 1.277 -1.654

***

18
Properties=species:S:1:pos:R:3 method="wB97M-V/def2-TZVPD" e_homo_ev=-9.044 fmax_ha_per_bohr=0.080 total_energy_ha=-632.97830 gap_ha=0.357 de_lowest_kcal_mol=30.6 smiles=CCCCS.O
C 0.655 -0.760 1.996
C 1.511 -0.520 0.763
C 0.783 -0.795 -0.721
C 1.688 -0.336 -1.907
S 0.989 -0.177 -3.481
H 1.142 -0.288 2.894
H -0.266 -0.120 2.116
H 0.451 -1.803 2.199
H 2.312 -1.169 0.753
H 2.009 0.454 0.682
H -0.148 -0.245 -0.701
H 0.453 -1.883 -0.660
H 2.547 -1.064 -2.085
H 2.169 0.570 -1.432
H 0.660 1.134 -3.269
O -5.984 2.476 0.880
H -5.597 1.791 0.353
H -5.373 2.734 1.622